No. 1
DFT (wB97M-V/def2-TZVPD) results for 2 unconnected molecules or ions with the total composition C25H23F5NOSi in a non-equilibrium geometry.

orbital gap	6.61	eV
charge	+1
HOMO	-0.4256	Ha
ΔE to the lowest compared entry with this formula, charge and spin	1.190	eV

Element x y z (Å)
Si 2.257 -2.662 2.724
F -0.972 -1.545 -2.102
F -4.571 -4.030 -0.400
F -2.847 -5.579 1.076
F -3.612 -1.992 -1.953
F -0.176 -5.079 0.953
O 1.095 -2.823 1.529
N -0.470 1.980 -1.036
C -2.495 4.049 -3.229
C -1.034 -4.163 0.428
C 0.239 1.189 1.208
C 1.092 -1.140 -0.217
C -3.878 2.134 -2.614
C -2.816 1.547 -1.893
C -2.381 -4.514 0.390
C 3.854 -3.465 2.207
C 0.471 5.195 -2.437
C -1.457 3.483 -2.475
C -1.616 2.230 -1.841
C 1.733 5.441 -1.872
C 0.410 3.079 -1.204
C -1.417 -2.363 -1.097
C -0.555 -2.955 -0.145
C -0.185 4.009 -2.098
C 2.525 -0.868 3.086
C -3.720 3.360 -3.279
C 1.547 -3.526 4.204
C -0.259 0.948 -0.173
C 1.665 3.297 -0.673
C -3.260 -3.744 -0.394
C 0.623 -2.293 0.366
C 2.325 4.498 -1.008
C -2.769 -2.689 -1.163
H 0.834 -1.062 -1.272
H 4.637 -3.227 2.950
H 1.341 1.137 1.266
H 3.313 4.723 -0.599
H -4.854 1.639 -2.659
H 3.757 -4.558 2.161
H -0.010 5.877 -3.141
H -4.557 3.795 -3.846
H 4.211 -3.132 1.223
H 2.107 2.554 -0.028
H -0.927 0.094 -0.366
H 3.166 -0.805 3.978
H 1.595 -0.343 3.333
H -0.195 0.406 1.845
H 2.014 -3.115 5.119
H -0.097 2.167 1.622
H 2.259 6.370 -2.117
H 0.456 -3.379 4.256
H -2.910 0.599 -1.383
H -2.320 4.995 -3.743
H 2.087 -0.812 0.098
H 3.015 -0.324 2.282
H 1.729 -4.609 4.151

Mulliken atomic charge list, values in e, 2 entries: atom 1 (Si): 0.0746, atom 2 (F): -0.3388

---

No. 2
DFT (wB97M-V/def2-TZVPD) results for a molecular structure, C25H23IrN6O2S in a non-equilibrium geometry.

orbital gap	6.07	eV
charge	+2
HOMO	-0.4769	Ha
ΔE to the lowest compared entry with this formula, charge and spin	1.114	eV

Element x y z (Å)
Ir -0.067 0.068 -0.001
S -1.732 -1.645 -0.373
O -1.003 0.605 1.629
O 1.222 -1.226 -1.272
N -1.442 1.125 -1.128
N 1.503 -0.370 1.199
N 0.844 2.009 -0.247
N -2.465 0.491 -1.778
N 1.773 0.303 2.229
N -3.747 -1.389 -2.024
C 1.532 1.880 3.993
C 4.814 -1.938 -0.870
C -0.417 1.316 2.560
C -0.063 4.214 -0.066
C 4.977 -1.536 0.450
C 2.071 3.721 0.884
C -2.087 3.231 -2.194
C 2.657 -0.937 0.554
C 1.035 4.611 0.692
C 0.932 1.106 2.913
C 0.913 -1.999 -2.454
C 1.943 2.431 0.389
C 3.570 -1.857 -1.478
C -1.261 2.384 -1.284
C 2.503 -1.363 -0.750
C -0.610 3.023 4.241
C -0.123 2.915 -0.514
C 3.389 2.488 5.402
C -2.711 -0.791 -1.455
C 0.755 2.871 4.622
C 1.325 3.684 5.622
C 2.625 3.498 6.008
C -1.182 2.278 3.256
C 2.858 1.695 4.413
C 3.901 -1.037 1.162
H -1.211 3.757 4.766
H 3.447 -2.171 -2.504
H 4.414 2.335 5.715
H 3.056 4.114 6.785
H 1.298 -3.008 -2.331
H -1.967 2.885 -3.225
H 5.946 -1.607 0.925
H 3.456 0.919 3.956
H -2.229 2.373 2.999
H 1.343 -1.523 -3.334
H 1.079 5.609 1.109
H -1.773 4.269 -2.166
H -3.063 1.010 -2.404
H 2.743 1.713 0.498
H 5.657 -2.310 -1.436
H -3.944 -2.351 -1.795
H -4.365 -0.928 -2.672
H -0.863 4.908 -0.281
H 4.011 -0.723 2.190
H -3.148 3.186 -1.934
H 0.718 4.452 6.086
H 2.964 3.999 1.426
H -0.166 -2.028 -2.533

Mulliken atomic charge list, values in e, 2 entries: atom 1 (Ir): 1.0713, atom 2 (S): -0.4913

---

No. 3
DFT (wB97M-V/def2-TZVPD) results for a molecular structure, C25H23MnN4O11S.

orbital gap (alpha / beta)	7.64 / 7.88	eV
charge	-2
2S+1	5
HOMO (alpha / beta)	-0.1207 / -0.1300	Ha
ΔE to the lowest compared entry with this formula, charge and spin	0.000	eV

Element x y z (Å)
Mn 1.236 0.180 0.498
S 0.764 1.289 -2.568
O 1.559 1.295 -3.780
O 0.119 -1.598 0.394
O 1.232 -0.007 2.404
O 4.854 -0.887 -0.905
O -0.611 -4.398 -0.909
O -1.513 -4.579 5.635
O -2.535 -3.476 -0.632
O 3.155 -0.362 0.458
O -2.422 -5.841 4.150
O 0.899 -0.692 4.483
O 0.206 2.544 -2.134
N 1.577 0.528 -1.443
N -1.423 -3.779 -0.253
N -1.760 -4.862 4.474
N 2.740 2.881 0.753
C 4.055 2.702 1.326
C -0.110 1.668 0.747
C 1.732 3.026 1.785
C -2.997 -0.066 -3.133
C -0.420 -1.067 -3.281
C -0.533 -2.853 3.742
C 3.724 -0.458 -0.700
C -1.558 -4.297 2.104
C -1.500 -1.879 -3.568
C -2.366 2.528 0.600
C -0.632 0.257 -2.916
C -0.591 3.936 1.393
C 2.705 3.947 -0.219
C -0.051 -2.004 2.771
C 2.909 0.039 -1.874
C -1.927 3.770 1.040
C -3.975 -2.300 -3.762
C -1.457 1.482 0.467
C -1.270 -3.987 3.427
C -0.303 -2.278 1.381
C -1.919 0.765 -2.847
C 0.745 -0.813 3.275
C -2.804 -1.393 -3.494
C 0.312 2.886 1.280
C -1.084 -3.456 1.150
H -2.624 4.596 1.138
H 2.845 -0.776 -2.596
H -2.146 -5.170 1.856
H -0.311 -2.612 4.772
H -3.720 -3.337 -3.539
H 1.842 3.988 2.324
H -4.286 -2.248 -4.810
H 4.377 3.577 1.926
H 3.496 0.825 -2.347
H -4.008 0.319 -3.043
H -2.059 1.795 -2.550
H 1.914 2.236 2.518
H 4.067 1.816 1.961
H -4.833 -2.026 -3.147
H 2.913 4.935 0.242
H 1.734 3.982 -0.707
H -1.334 -2.926 -3.795
H 4.787 2.554 0.529
H 0.589 -1.462 -3.310
H -1.804 0.519 0.107
H -0.247 4.889 1.788
H 3.459 3.763 -0.988
H -3.411 2.372 0.353

Mulliken atomic charge list, values in e, 2 entries: atom 1 (Mn): 0.6950, atom 2 (S): 1.2732

---

No. 4
DFT (wB97M-V/def2-TZVPD) results for C25H23N3O5S in the gas phase in a non-equilibrium geometry.

orbital gap	8.23	eV
HOMO	-0.2964	Ha
ΔE to the lowest compared entry with this formula, charge and spin	1.536	eV

Element x y z (Å)
S 3.722 1.867 1.757
O -1.552 -5.906 -3.671
O 0.123 2.101 -2.311
O 3.878 0.666 -0.508
O -3.726 -4.078 -1.514
O 1.193 0.139 -2.496
N -0.570 4.388 0.808
N -2.242 -3.358 -3.101
N 2.104 2.053 -0.404
C 1.584 3.312 1.647
C -3.549 0.084 -2.701
C -1.139 -1.259 -2.791
C -2.982 -6.876 -2.257
C 3.274 2.263 5.601
C 1.479 4.390 3.985
C -3.557 -1.292 -2.912
C -2.326 -1.966 -2.919
C 0.403 3.904 1.179
C 2.351 2.449 0.893
C -2.376 0.789 -2.539
C -2.267 -7.884 -2.937
C 4.083 2.758 4.396
C -1.155 0.119 -2.603
C -1.415 -7.234 -3.780
C 2.449 0.806 -2.452
C 1.110 3.617 5.255
C -4.842 -2.005 -3.159
C 2.894 1.149 -1.029
C -2.902 -4.310 -2.374
C 0.084 0.897 -2.456
C 2.302 3.302 6.158
C 3.266 2.809 3.152
C -2.513 -5.681 -2.739
C 2.122 3.516 2.955
H 1.916 2.928 7.110
H 0.402 4.222 5.827
H -5.641 -1.297 -3.361
H 2.398 1.729 -3.043
H -2.369 -8.942 -2.817
H 1.299 2.449 -0.894
H 3.975 1.993 6.394
H 0.604 2.690 4.978
H 2.159 5.206 4.248
H 4.930 2.091 4.229
H -3.742 -6.997 -1.513
H -4.743 -2.688 -4.002
H -1.435 -3.682 -3.618
H 3.172 0.112 -2.885
H 4.478 3.754 4.618
H 2.846 4.226 6.367
H -4.492 0.610 -2.679
H -0.687 -7.595 -4.480
H -5.108 -2.604 -2.288
H 0.577 4.830 3.555
H -0.194 -1.781 -2.828
H -2.379 1.856 -2.376
H 2.727 1.361 5.321

Mulliken atomic charge list, values in e, 2 entries: atom 1 (S): -0.2959, atom 2 (O): -0.3296

---

No. 5
DFT (wB97M-V/def2-TZVPD) results for a molecular structure, C25H24As2ClN2O12PbS3Sb in a non-equilibrium geometry.

orbital gap (alpha / beta)	5.99 / 5.13	eV
charge	+1
2S+1	2
HOMO (alpha / beta)	-0.4304 / -0.4299	Ha
ΔE to the lowest compared entry with this formula, charge and spin	0.329	eV

Element x y z (Å)
Pb -0.394 0.503 -0.244
Sb -0.875 -2.256 2.646
As 5.354 -0.979 2.513
As 3.507 -0.543 -0.094
Cl -1.109 -1.392 -6.144
S -1.843 -0.279 3.350
S 1.433 -0.881 3.775
S -1.352 -1.854 0.319
O 6.541 2.412 -0.365
O 2.744 1.630 1.411
O -2.009 1.934 -1.013
O 3.612 -3.300 2.671
O -2.341 3.175 -2.867
O -4.098 1.499 -4.785
O 2.099 -2.895 1.066
O -2.717 1.620 -6.519
O 4.883 2.276 -1.760
O 2.561 2.120 3.515
O 6.665 2.121 2.604
O 8.152 0.936 1.460
N -0.458 -0.785 -3.624
N -0.724 0.100 -2.633
C 6.909 1.301 1.759
C 0.017 -3.011 -2.744
C 1.508 -2.001 -4.354
C 3.053 -2.534 1.934
C 5.041 0.690 0.164
C -1.925 0.669 -4.450
C 2.241 -3.175 -4.412
C 1.870 -4.265 -3.639
C 0.390 -1.930 -3.529
C 8.403 0.070 0.357
C 3.643 1.770 -2.211
C 5.521 1.851 -0.671
C 5.282 -0.003 4.206
C 4.656 -2.058 -0.643
C 0.770 -4.174 -2.798
C 2.304 1.868 4.902
C -1.174 -0.456 -4.730
C 3.385 -1.065 1.842
C 5.760 0.455 1.268
C 1.834 -4.309 1.000
C -2.055 2.162 -2.276
C -3.021 1.314 -5.253
C 2.655 1.240 2.559
C -1.604 0.969 -3.121
C 2.575 -0.261 2.735
H 2.429 -5.189 -3.698
H -0.877 -2.956 -2.139
H 1.771 -1.158 -4.979
H 2.693 2.736 5.426
H 0.467 -5.035 -2.217
H 9.458 -0.181 0.411
H 8.206 0.593 -0.579
H 7.805 -0.845 0.416
H 3.695 0.694 -2.408
H -1.804 1.433 -6.763
H 6.305 0.035 4.582
H 3.440 2.304 -3.137
H 1.041 -4.432 0.267
H 5.349 -2.327 0.157
H 4.933 1.021 4.098
H 2.779 0.961 5.268
H 2.842 1.974 -1.495
H 4.043 -2.920 -0.895
H 1.228 1.807 5.056
H 1.522 -4.686 1.975
H 4.683 -0.572 4.918
H 2.743 -4.834 0.709
H 5.236 -1.789 -1.525
H 3.089 -3.244 -5.078

Mulliken atomic charge list, values in e, 2 entries: atom 1 (Pb): 1.1023, atom 2 (Sb): 0.5484

---

No. 6
DFT (wB97M-V/def2-TZVPD) results for a molecular structure, C25H24AsCuN5S.

orbital gap (alpha / beta)	7.33 / 7.31	eV
2S+1	2
HOMO (alpha / beta)	-0.3005 / -0.2991	Ha
ΔE to the lowest compared entry with this formula, charge and spin	0.069	eV

Element x y z (Å)
As 0.596 1.263 1.221
Cu 0.726 1.257 -1.923
S 2.831 0.356 -1.685
N -0.845 2.659 -2.009
N 4.976 1.885 -1.549
N 1.741 3.005 -1.928
N -5.049 -6.835 -1.812
N 3.080 3.081 -1.822
C 0.245 -1.739 3.483
C -4.373 -5.905 -1.845
C -2.945 -2.636 -2.873
C -0.344 -0.346 -2.002
C -3.754 -3.754 -2.840
C 1.086 -1.399 2.424
C -2.146 2.408 -2.031
C 2.096 -2.636 4.729
C -0.389 1.554 2.892
C -3.086 3.426 -2.110
C 1.050 4.078 -2.008
C -0.403 3.924 -2.065
C 2.443 -1.702 2.539
C -3.530 -4.745 -1.885
C 3.637 1.890 -1.693
C -2.641 4.736 -2.172
C 2.396 1.556 1.933
C -2.488 -4.609 -0.968
C 0.742 -2.350 4.624
C -1.064 -1.324 -1.979
C -1.279 4.996 -2.148
C 2.944 -2.312 3.678
C -1.680 -3.489 -1.008
C 0.560 -0.724 1.203
C -1.898 -2.485 -1.958
H 2.536 1.042 2.883
H 3.108 -1.460 1.717
H -0.816 -1.529 3.404
H 1.516 5.058 -2.001
H 2.545 2.627 2.072
H -1.450 1.364 2.734
H -4.561 -3.869 -3.550
H -4.140 3.186 -2.123
H 2.486 -3.115 5.617
H -3.110 -1.865 -3.613
H -0.898 6.007 -2.190
H -0.013 0.907 3.683
H -0.483 -0.988 1.015
H 5.478 1.018 -1.569
H -3.347 5.553 -2.237
H -0.868 -3.379 -0.301
H -2.418 1.360 -1.982
H 1.120 -1.012 0.314
H -2.317 -5.383 -0.233
H 3.124 1.193 1.208
H 0.069 -2.608 5.432
H 4.000 -2.541 3.744
H 5.472 2.756 -1.630
H -0.265 2.595 3.191

Mulliken atomic charge list, values in e, 2 entries: atom 1 (As): 0.4695, atom 2 (Cu): -1.3723